one | ORCA calculation (wB97M-V/def2-TZVPD) on a cluster of 2 separate species, C16H38O3P in total.

Last column: Löwdin charge in e.
Atoms and positions in Å:
C (6.12608, -0.84708, 1.52009)  -0.1193
C (5.34394, -1.61226, 0.43749)  -0.2771
C (4.07975, -0.86328, 0.00212)  -0.2507
C (3.22985, -1.54789, -1.08225)  -0.2334
C (2.93050, -3.05608, -0.94982)  -0.2718
C (1.65799, -3.49880, -0.19509)  -0.3489
P (1.24697, -2.78562, 1.50394)  0.5226
O (0.78382, -2.08313, 3.08165)  -0.3667
C (-0.34866, -1.29183, 2.91547)  -0.2912
C (-1.30263, -2.08027, 1.99688)  -0.3835
C (-2.35747, -1.27932, 1.18763)  -0.3325
C (-3.63846, -2.11532, 1.09131)  -0.0918
C (-2.68766, 0.15285, 1.64345)  -0.2237
C (-1.66604, 1.23710, 1.25492)  -0.1059
O (-0.49873, -2.80843, 1.11520)  -0.3210
H (7.07788, -0.44857, 1.15233)  0.0567
H (5.54564, 0.00304, 1.89506)  0.0647
H (6.35034, -1.48182, 2.38178)  0.0612
H (5.98660, -1.77797, -0.44096)  0.1034
H (5.06492, -2.59882, 0.80963)  0.0824
H (4.39219, 0.11885, -0.38731)  0.1046
H (3.46462, -0.67050, 0.88499)  0.0849
H (3.74163, -1.38169, -2.04188)  0.0927
H (2.26565, -1.02403, -1.15271)  0.0977
H (3.80996, -3.56676, -0.53725)  0.0813
H (2.84330, -3.43660, -1.97964)  0.0882
H (1.72339, -4.58628, -0.03519)  0.0568
H (0.78326, -3.33474, -0.83940)  0.0626
H (1.09829, -4.09561, 2.08855)  0.0023
H (2.64776, -2.73408, 1.87237)  -0.0097
H (1.29727, -1.42555, 0.98504)  0.0235
H (-0.08924, -0.31315, 2.48781)  0.0783
H (-0.81934, -1.11137, 3.89481)  0.1138
H (-1.85598, -2.78372, 2.65096)  0.1328
H (-1.93695, -1.21376, 0.17448)  0.1343
H (-4.40501, -1.62922, 0.47288)  0.0638
H (-4.06671, -2.28029, 2.08868)  0.0750
H (-3.41990, -3.09623, 0.66047)  0.0779
H (-2.86271, 0.16646, 2.72780)  0.1101
H (-3.65129, 0.41775, 1.18503)  0.0911
H (-2.16997, 2.15069, 0.91956)  0.0443
H (-1.01310, 1.52333, 2.08247)  0.0605
H (-1.02531, 0.88633, 0.44025)  0.0739
C (-3.35663, 5.69907, -3.77795)  -0.0855
C (-2.14865, 5.29273, -2.94929)  -0.2885
O (-2.46423, 4.87063, -1.63771)  -0.1589
C (-3.30842, 3.73287, -1.54411)  -0.2802
C (-2.76004, 2.48921, -2.21994)  -0.0775
H (-3.94575, 6.45077, -3.25040)  0.0788
H (-3.02430, 6.12272, -4.72715)  0.0729
H (-4.00372, 4.85081, -4.00440)  0.0646
H (-1.48810, 6.14933, -2.81066)  0.1165
H (-1.57275, 4.52388, -3.47717)  0.1079
H (-4.30649, 3.96600, -1.93579)  0.1066
H (-3.41494, 3.55981, -0.47380)  0.1050
H (-2.70702, 2.60139, -3.30413)  0.0648
H (-3.41189, 1.64142, -2.00503)  0.0799
H (-1.76352, 2.25303, -1.84610)  0.0797

HOMO level	-0.1492	Eh
net charge	-1
orbital gap	6.60	eV
spin multiplicity	1


two | ORCA calculation (wB97M-V/def2-TZVPD) on a cluster of 2 separate species, C16H38O3P in total.

Last column: Löwdin charge in e.
Atoms and positions in Å:
C (-5.97298, -0.21921, 0.58520)  -0.1103
C (-5.23983, 0.81365, -0.29406)  -0.2853
C (-3.84228, 0.35472, -0.67279)  -0.2610
C (-3.02418, 1.32463, -1.52985)  -0.2339
C (-3.07914, 2.81461, -1.18789)  -0.2793
C (-2.10961, 3.31436, -0.10974)  -0.3388
P (-1.98153, 2.35560, 1.51097)  0.5440
O (-1.78562, 1.45092, 3.04417)  -0.3616
C (-0.55215, 0.81216, 3.03758)  -0.2900
C (0.45238, 1.84115, 2.47374)  -0.3868
C (1.76598, 1.31285, 1.84671)  -0.3284
C (2.92399, 2.20433, 2.29187)  -0.0887
C (2.11168, -0.16049, 2.12046)  -0.2242
C (1.35257, -1.18668, 1.26601)  -0.1014
O (-0.22515, 2.65840, 1.57574)  -0.3105
H (-6.81277, -0.66307, 0.05307)  0.0541
H (-5.29445, -1.01516, 0.88425)  0.0630
H (-6.35990, 0.24528, 1.48867)  0.0608
H (-5.82937, 1.00518, -1.19390)  0.1007
H (-5.18047, 1.75641, 0.24474)  0.0723
H (-3.95103, -0.57623, -1.24193)  0.1042
H (-3.29798, 0.09680, 0.23556)  0.0743
H (-3.33495, 1.19309, -2.57012)  0.0933
H (-1.97931, 1.01499, -1.47278)  0.0975
H (-4.09389, 3.12237, -0.93673)  0.0838
H (-2.83087, 3.34875, -2.11098)  0.0886
H (-2.43713, 4.31752, 0.17983)  0.0557
H (-1.11600, 3.43255, -0.54271)  0.0623
H (-2.22329, 3.54494, 2.29914)  0.0013
H (-3.40428, 2.07236, 1.53781)  -0.0028
H (-1.67595, 1.10850, 0.82010)  0.0248
H (-0.60012, -0.11499, 2.46574)  0.0763
H (-0.25334, 0.58291, 4.06451)  0.1110
H (0.74537, 2.44514, 3.34934)  0.1293
H (1.66552, 1.41590, 0.76481)  0.1323
H (3.87288, 1.85423, 1.88039)  0.0620
H (3.00483, 2.18754, 3.37942)  0.0742
H (2.76863, 3.23415, 1.97683)  0.0776
H (1.99843, -0.39477, 3.18028)  0.1089
H (3.17611, -0.27736, 1.90112)  0.0891
H (2.03558, -1.97429, 0.93971)  0.0445
H (0.56050, -1.68449, 1.81530)  0.0574
H (0.92887, -0.73318, 0.37321)  0.0727
C (4.82645, -4.51555, -3.80028)  -0.0851
C (3.40067, -4.32866, -3.30664)  -0.2886
O (3.29336, -4.13857, -1.91109)  -0.1579
C (3.95639, -2.99760, -1.39171)  -0.2808
C (3.47803, -1.67972, -1.97438)  -0.0768
H (5.31653, -5.32180, -3.25258)  0.0788
H (4.82154, -4.76757, -4.86165)  0.0728
H (5.42377, -3.61106, -3.67841)  0.0644
H (2.82072, -5.22913, -3.51151)  0.1164
H (2.91578, -3.50777, -3.84757)  0.1079
H (5.04181, -3.09785, -1.51538)  0.1062
H (3.75531, -3.02116, -0.32117)  0.1056
H (3.72137, -1.58968, -3.03475)  0.0645
H (3.95446, -0.84988, -1.45186)  0.0794
H (2.39808, -1.58010, -1.86381)  0.0802

HOMO level	-0.1475	Eh
net charge	-1
orbital gap	6.55	eV
spin multiplicity	1


Energies relative to the minimum, kJ/mol: one 0.0; two 7.7


one | ORCA calculation (wB97M-V/def2-TZVPD) on the molecule C12H24N2O3.

Last column: Löwdin charge in e.
Atoms and positions in Å:
C (-4.79581, 0.39832, -0.30435)  -0.1171
C (-3.43282, -0.27232, -0.59554)  -0.2199
C (-2.45863, -0.21965, 0.62207)  -0.3327
C (-2.11980, 1.22624, 0.99657)  -0.0446
C (-1.25706, -1.14263, 0.38975)  -0.3214
N (-0.36832, -1.16345, 1.50049)  0.0542
C (-0.58083, -0.96607, -0.96912)  -0.4302
O (-0.90474, -1.64687, -1.91772)  0.0766
N (0.29965, 0.07888, -1.19941)  0.0942
C (1.14658, 0.77789, -0.27709)  -0.2075
C (1.04411, 2.31075, -0.57157)  -0.4444
O (1.80310, 3.15385, -0.13819)  0.1024
O (0.02390, 2.65000, -1.36346)  0.1094
C (2.60562, 0.28823, -0.22133)  -0.3221
C (3.26978, 0.77747, 1.05594)  -0.0533
C (2.68757, -1.22766, -0.43090)  -0.2322
C (4.15777, -1.71702, -0.45065)  -0.1088
H (-5.25959, 0.02719, 0.61126)  0.0608
H (-4.73519, 1.49234, -0.07639)  0.0724
H (-5.55664, 0.22718, -1.15202)  0.0965
H (-3.00333, 0.36285, -1.38999)  0.1084
H (-3.47795, -1.31028, -1.04000)  0.1287
H (-2.99444, -0.68576, 1.53552)  0.1645
H (-1.71107, 1.76612, 0.14960)  0.0617
H (-1.33810, 1.19950, 1.79216)  0.0908
H (-3.02415, 1.70922, 1.33816)  0.0733
H (-1.71081, -2.17211, 0.24540)  0.1595
H (0.24936, -1.95452, 1.53074)  0.0807
H (-0.79739, -0.97730, 2.41093)  0.1001
H (0.60221, 0.05978, -2.17354)  0.1683
H (0.68935, 0.66144, 0.67456)  0.1161
H (-0.56400, 1.88126, -1.40532)  0.0788
H (3.19044, 0.64168, -1.06666)  0.1412
H (2.83992, 0.27654, 1.94034)  0.0905
H (3.08582, 1.84707, 1.24051)  0.0768
H (4.36127, 0.54144, 1.04314)  0.0859
H (2.10480, -1.73187, 0.35198)  0.1001
H (2.30258, -1.60370, -1.34483)  0.0918
H (4.69452, -1.61000, 0.53539)  0.0726
H (4.73379, -1.11735, -1.21306)  0.0901
H (4.19853, -2.83672, -0.66337)  0.0879

SMILES	CC[C@H](C)[C@H](N)C(=O)N[C@H](C(=O)O)[C@@H](C)CC
HOMO level	-0.3509	Eh
net charge	0
orbital gap	10.20	eV
spin multiplicity	1


two | ORCA calculation (wB97M-V/def2-TZVPD) on the molecule C12H24N2O3.

Last column: Löwdin charge in e.
Atoms and positions in Å:
C (-5.08184, -0.71776, 0.07928)  -0.1103
C (-3.69603, -0.63343, 0.63865)  -0.2361
C (-2.60677, -0.57740, -0.50272)  -0.3211
C (-2.30405, -1.85989, -1.18226)  -0.0746
C (-1.33699, 0.25552, -0.14585)  -0.1848
N (-0.42626, -0.27989, 0.83154)  0.1342
C (0.72646, -0.88417, 0.41705)  -0.4308
O (1.19067, -1.80204, 1.05736)  0.0745
C (1.44454, -0.27654, -0.79284)  -0.2746
N (1.58900, 1.16887, -0.63151)  0.0747
C (2.82191, -0.86646, -0.99535)  -0.1302
C (4.03407, -0.39614, -0.12237)  -0.3838
C (4.54169, 1.04242, -0.40041)  -0.0909
C (3.89657, -0.62718, 1.40081)  -0.0817
C (-1.74970, 1.79701, 0.19239)  -0.3659
O (-2.89922, 2.19216, 0.43954)  0.0691
O (-0.66336, 2.62200, 0.03178)  0.0558
H (-5.76997, -1.19379, 0.80462)  0.0802
H (-5.36744, 0.27693, -0.38958)  0.1007
H (-5.04960, -1.38044, -0.84665)  0.0797
H (-3.55336, 0.26281, 1.28310)  0.1056
H (-3.48168, -1.46852, 1.24954)  0.0905
H (-3.07263, -0.00102, -1.29160)  0.1330
H (-3.19959, -2.40829, -1.39452)  0.0644
H (-1.66536, -2.60315, -0.61207)  0.1079
H (-1.81932, -1.75316, -2.12757)  0.0710
H (-0.76803, 0.39479, -1.03314)  0.1102
H (-0.71900, -0.73718, 1.66201)  0.1467
H (0.83609, -0.46378, -1.66641)  0.1419
H (2.40666, 1.50381, -0.11822)  0.0693
H (1.49188, 1.56338, -1.53526)  0.0988
H (3.05500, -0.81885, -1.99649)  0.0839
H (2.68952, -1.96172, -0.83101)  0.1317
H (4.81418, -1.14357, -0.41506)  0.1384
H (4.06056, 1.85854, 0.16949)  0.0732
H (5.62529, 0.92920, -0.13868)  0.0931
H (4.42283, 1.19728, -1.48967)  0.0828
H (3.20939, 0.04052, 1.93072)  0.0788
H (4.81346, -0.41104, 1.95033)  0.0760
H (3.56269, -1.62360, 1.59940)  0.0603
H (0.17551, 2.08514, 0.08885)  0.0585

SMILES	CC[C@H](C)[C@H](NC(=O)[C@@H](N)CC(C)C)C(=O)O
HOMO level	-0.3446	Eh
net charge	0
orbital gap	9.79	eV
spin multiplicity	1


Energies relative to the minimum, kJ/mol: one 0.0; two 68.1